(1)
{"formula": "C17H25IrN8O2", "method": "wB97M-V/def2-TZVPD", "total_charge": 3, "largest_force_ev_per_a": 2.9, "e_homo_ev": [-18.0, -17.8], "e_lumo_ev": [-12.5, -12.5], "spin_multiplicity": 2, "orbital_gap_ev": [5.52, 5.31], "elements": ["Ir", "O", "O", "N", "N", "N", "N", "N", "N", "N", "N", "C", "C", "C", "C", "C", "C", "C", "C", "C", "C", "C", "C", "C", "C", "C", "C", "C", "H", "H", "H", "H", "H", "H", "H", "H", "H", "H", "H", "H", "H", "H", "H", "H", "H", "H", "H", "H", "H", "H", "H", "H", "H"], "positions_angstrom": [[0.00, -0.49, 0.09], [-0.01, -2.50, -1.29], [-0.02, -4.48, -0.42], [0.01, 1.53, -0.82], [2.25, -0.08, -0.93], [0.00, -3.29, -0.34], [-2.26, -0.04, -0.74], [0.00, -0.89, 2.72], [-0.01, -2.27, 3.02], [0.04, -2.63, 0.81], [-0.01, -4.48, 2.29], [3.53, 1.91, -1.59], [-1.22, 3.33, -1.95], [-2.43, 3.88, -2.31], [1.22, 2.15, -0.92], [-2.34, 1.33, -1.15], [3.65, 3.30, -1.69], [1.42, 3.55, -0.85], [-2.51, -0.91, -1.88], [2.62, 4.12, -1.25], [-3.09, -0.37, 0.41], [2.35, 1.33, -1.15], [0.01, -3.19, 2.04], [3.08, -0.51, 0.18], [2.44, -0.87, -2.14], [-3.54, 1.89, -1.53], [-1.13, 2.09, -1.28], [-3.60, 3.17, -2.07], [2.27, -1.93, -1.94], [4.15, -0.37, -0.04], [-0.82, -0.45, 3.14], [-0.07, -4.85, 3.23], [-2.94, -1.42, 0.69], [2.93, -1.57, 0.39], [-2.46, -1.95, -1.58], [-4.56, 3.60, -2.34], [-1.79, -0.72, -2.67], [-4.45, 1.31, -1.44], [-4.16, -0.26, 0.18], [0.00, -5.14, 1.52], [-2.87, 0.29, 1.25], [1.76, -0.54, -2.92], [4.36, 1.28, -1.89], [0.66, 4.18, -0.40], [-0.31, 3.84, -2.24], [0.83, -0.46, 3.14], [2.86, 0.09, 1.06], [-0.01, -2.57, 3.99], [-2.46, 4.84, -2.80], [3.46, -0.77, -2.51], [4.57, 3.73, -2.06], [-3.51, -0.73, -2.29], [2.75, 5.19, -1.23]], "lowdin_charge": [1.289, -0.050, 0.171, 0.088, -0.278, -0.422, -0.281, 0.020, 0.031, 0.008, 0.266, 0.047, 0.057, 0.017, -0.180, -0.152, 0.049, 0.017, -0.039, 0.007, -0.065, -0.165, -0.357, -0.067, -0.042, 0.047, -0.157, 0.066, 0.091, 0.112, 0.116, 0.159, 0.095, 0.094, 0.096, 0.148, 0.111, 0.140, 0.108, 0.136, 0.099, 0.112, 0.140, 0.140, 0.123, 0.118, 0.096, 0.184, 0.142, 0.114, 0.145, 0.117, 0.140]}

=====

(2)
{"formula": "C17H25MoN2O2S8", "method": "wB97M-V/def2-TZVPD", "total_charge": 1, "largest_force_ev_per_a": 1.3, "e_homo_ev": -9.1, "relative_energy_kj_mol": 546.0, "e_lumo_ev": -3.3, "orbital_gap_ev": 5.76, "elements": ["Mo", "S", "S", "S", "S", "S", "S", "S", "S", "O", "O", "N", "N", "C", "C", "C", "C", "C", "C", "C", "C", "C", "C", "C", "C", "C", "C", "C", "C", "C", "H", "H", "H", "H", "H", "H", "H", "H", "H", "H", "H", "H", "H", "H", "H", "H", "H", "H", "H", "H", "H", "H", "H", "H", "H"], "positions_angstrom": [[0.76, 0.24, -0.20], [3.81, 1.04, -1.77], [1.20, -2.30, -2.61], [0.54, 0.16, 2.18], [-0.26, 2.30, -1.16], [-5.49, -0.65, 5.47], [-1.56, -0.55, -0.86], [2.43, -1.29, 0.85], [-0.32, -2.77, 1.38], [4.89, 1.29, 0.57], [5.38, -0.66, -0.46], [-6.06, -0.50, 2.89], [-1.13, 0.05, 2.67], [0.67, -1.41, 1.12], [-1.14, 1.64, -2.62], [-2.18, 0.66, -2.09], [1.77, -0.58, -2.80], [3.24, -0.55, -2.42], [-5.15, -0.52, 3.88], [5.60, 0.88, 1.78], [1.46, 2.60, -1.75], [-1.50, -2.08, -1.84], [-3.74, -0.34, 3.43], [-0.55, -2.14, -3.03], [2.36, 1.78, -0.80], [4.83, 0.38, -0.36], [-2.10, 0.82, 2.13], [-1.43, -0.92, 3.55], [-3.41, 0.64, 2.49], [-2.73, -1.12, 3.96], [5.06, 0.06, 2.23], [-2.98, 1.21, -1.58], [1.65, 3.67, -1.75], [2.98, 2.47, -0.22], [-1.25, -2.84, -1.09], [1.11, 0.10, -2.22], [-0.70, -1.31, -3.73], [1.51, 2.25, -2.78], [5.60, 1.76, 2.41], [6.61, 0.58, 1.51], [3.86, -0.75, -3.29], [-1.63, 2.45, -3.17], [-2.53, -2.25, -2.17], [1.57, 1.61, 0.37], [-0.43, 1.14, -3.28], [-7.03, -0.64, 3.14], [1.63, -0.24, -3.83], [-2.95, -1.88, 4.70], [-1.76, 1.56, 1.42], [-0.79, -3.05, -3.58], [3.46, -1.30, -1.66], [-0.59, -1.50, 3.91], [-5.79, -0.60, 1.93], [-4.16, 1.29, 2.06], [-2.64, 0.10, -2.90]], "lowdin_charge": [0.455, 1.207, 0.932, 0.820, 0.852, 0.742, 0.829, 0.503, 0.478, -0.074, 0.121, 0.101, -0.347, -1.649, -0.479, -0.474, -0.549, -0.438, -0.854, 0.028, -0.463, -0.497, -0.212, -0.504, -0.584, -0.741, -0.112, -0.119, 0.015, 0.011, 0.095, 0.076, 0.083, 0.065, 0.015, -0.022, 0.075, 0.072, 0.104, 0.106, 0.104, 0.090, 0.088, 0.009, 0.062, 0.108, 0.097, 0.122, 0.099, 0.082, 0.031, 0.113, 0.111, 0.129, 0.090]}

=====

(3)
{"formula": "C17H25N2OOsPSe2", "method": "wB97M-V/def2-TZVPD", "total_charge": 2, "largest_force_ev_per_a": 0.2, "e_homo_ev": [-14.9, -14.9], "relative_energy_kj_mol": 4.1, "e_lumo_ev": [-7.8, -7.8], "orbital_gap_ev": [7.12, 7.12], "elements": ["Os", "Se", "Se", "P", "O", "N", "N", "C", "C", "C", "C", "C", "C", "C", "C", "C", "C", "C", "C", "C", "C", "C", "C", "C", "H", "H", "H", "H", "H", "H", "H", "H", "H", "H", "H", "H", "H", "H", "H", "H", "H", "H", "H", "H", "H", "H", "H", "H", "H"], "positions_angstrom": [[-1.30, 0.97, 1.05], [0.79, 1.72, 0.00], [-0.05, -0.91, 1.73], [1.54, -0.34, 0.25], [-2.72, 0.60, -0.04], [-2.89, 0.67, 2.48], [-1.68, 2.98, 1.58], [0.50, -2.40, -1.31], [2.05, -0.86, -2.37], [-3.12, 1.92, 3.25], [-3.00, 3.08, 2.29], [4.96, 0.40, 2.23], [4.00, -1.54, 0.46], [-2.52, 0.18, -1.44], [-3.23, -1.15, -1.60], [1.11, -2.69, -3.62], [3.68, 0.52, 1.73], [1.33, -1.28, -1.25], [3.20, -0.45, 0.84], [-3.06, 1.28, -2.32], [0.40, -3.10, -2.50], [1.94, -1.57, -3.55], [5.28, -1.64, 0.98], [5.76, -0.68, 1.85], [6.76, -0.76, 2.25], [-0.06, -2.73, -0.44], [-4.09, 1.92, 3.73], [5.35, 1.15, 2.91], [2.70, 0.01, -2.31], [-3.07, -1.52, -2.61], [-1.44, 0.07, -1.58], [-2.76, -0.11, 3.12], [5.91, -2.48, 0.69], [1.03, -3.24, -4.54], [-3.08, 4.04, 2.81], [-2.95, 0.99, -3.37], [-3.78, 3.04, 1.53], [3.06, 1.36, 2.02], [-1.66, 3.60, 0.77], [-2.52, 2.22, -2.18], [-4.30, -1.03, -1.44], [-0.24, -3.98, -2.56], [-3.72, 0.44, 1.92], [3.63, -2.28, -0.22], [-2.84, -1.89, -0.90], [-4.12, 1.45, -2.13], [2.50, -1.25, -4.42], [-0.94, 3.31, 2.20], [-2.35, 1.98, 4.03]], "lowdin_charge": [0.913, 0.416, 0.469, 0.342, -0.382, -0.107, -0.117, -0.106, -0.082, -0.187, -0.175, -0.042, -0.059, -0.482, -0.030, -0.032, -0.091, -0.444, -0.412, -0.029, -0.047, -0.039, -0.038, -0.024, 0.124, 0.071, 0.141, 0.121, 0.120, 0.101, 0.100, 0.106, 0.123, 0.123, 0.140, 0.102, 0.133, 0.089, 0.115, 0.081, 0.097, 0.121, 0.113, 0.115, 0.080, 0.097, 0.123, 0.113, 0.133]}

=====

(4)
{"formula": "C17H25N2Pt", "method": "wB97M-V/def2-TZVPD", "total_charge": 1, "largest_force_ev_per_a": 4.2, "e_homo_ev": [-9.4, -11.0], "relative_energy_kj_mol": 113.5, "e_lumo_ev": [-2.2, -5.6], "spin_multiplicity": 5, "orbital_gap_ev": [7.19, 5.40], "elements": ["Pt", "N", "N", "C", "C", "C", "C", "C", "C", "C", "C", "C", "C", "C", "C", "C", "C", "C", "C", "C", "H", "H", "H", "H", "H", "H", "H", "H", "H", "H", "H", "H", "H", "H", "H", "H", "H", "H", "H", "H", "H", "H", "H", "H", "H"], "positions_angstrom": [[0.23, 0.40, -0.61], [-1.15, -1.99, 3.43], [-0.29, -1.16, 1.33], [-2.23, 0.54, 0.28], [0.43, 1.40, 1.83], [2.77, 0.36, -2.46], [0.80, -0.61, -3.55], [1.56, 0.47, 1.72], [-1.81, -0.81, -1.59], [0.96, 1.86, -3.23], [0.54, 2.37, 0.78], [1.26, 0.50, -2.61], [1.72, 2.04, -0.01], [2.33, 0.84, 0.57], [-2.34, -2.87, 3.40], [-1.99, 1.42, -0.83], [-2.19, -0.83, -0.22], [-1.73, 0.60, -2.00], [-0.37, -1.82, 4.68], [-0.78, -1.38, 2.37], [-0.37, -0.76, 4.96], [-2.19, -3.67, 2.66], [3.21, 0.09, -3.44], [1.79, -0.37, 2.35], [1.18, -0.40, -4.56], [-1.76, -1.68, -2.24], [-2.38, -1.75, 0.32], [-0.05, 3.28, 0.70], [-2.51, 0.85, 1.28], [1.21, -1.58, -3.24], [-2.43, -3.26, 4.37], [0.90, 2.65, -2.49], [-3.22, -2.29, 3.12], [0.67, -2.14, 4.51], [-0.28, -0.68, -3.62], [-2.18, 2.50, -0.84], [1.77, 2.12, -3.94], [0.03, 1.84, -3.82], [3.04, -0.43, -1.75], [2.23, 2.73, -0.68], [-1.77, 0.94, -3.03], [-0.33, 1.39, 2.59], [3.25, 1.31, -2.15], [-0.85, -2.41, 5.39], [3.30, 0.41, 0.30]], "lowdin_charge": [1.173, -0.171, 0.124, -0.108, -0.118, -0.128, -0.118, -0.116, -0.107, -0.114, -0.121, -0.564, -0.183, -0.131, 0.010, -0.114, -0.122, -0.159, 0.012, -0.292, 0.099, 0.104, 0.097, 0.101, 0.102, 0.122, 0.097, 0.122, 0.108, 0.090, 0.068, 0.053, 0.099, 0.102, 0.041, 0.123, 0.097, 0.072, 0.067, 0.110, 0.109, 0.102, 0.078, 0.068, 0.118]}